Record 1
Molecular formula: C37H80N4O5
Method: DFT, ωB97M-V/def2-TZVPD

LUMO: 0.40 eV
Structure (SMILES): CC1(C)CCCC(C)(C)N1O.CC1(C)CCCC(C)(C)N1O.CC1(C)CCCC(C)(C)N1O.CC1(C)CCCC(C)(C)N1O.CO
E: -2052.72373 a.u.
Total charge: 0
Energy relative to the best compared isomer or geometry (same formula, charge and spin): 0.656 eV

Last column: Löwdin charge in e.
CARTESIAN COORDINATES (ANGSTROEM)
C: 3.688 4.804 -1.152  -0.01
C: 2.660 4.190 -0.105  -0.50
C: 2.356 2.809 -0.683  -0.04
C: 3.320 4.119 1.234  -0.13
C: 3.457 5.564 1.831  -0.16
C: 2.097 6.261 1.862  -0.14
C: 1.302 6.261 0.530  -0.53
C: -0.186 6.578 0.842  -0.02
C: 1.852 7.272 -0.439  -0.05
N: 1.369 4.897 -0.012  -0.04
O: 0.888 5.049 -1.387  -0.05
H: 4.439 4.175 -1.400  0.05
H: 3.169 5.007 -2.079  0.08
H: 4.106 5.728 -0.822  0.05
H: 1.378 2.353 -0.579  0.05
H: 2.529 2.886 -1.773  0.09
H: 3.055 2.006 -0.341  0.09
H: 2.727 3.525 1.959  0.11
H: 4.327 3.630 1.126  0.14
H: 4.001 5.532 2.807  0.12
H: 4.097 6.278 1.225  0.11
H: 2.135 7.283 2.280  0.13
H: 1.391 5.775 2.543  0.10
H: -0.781 6.249 0.015  0.06
H: -0.421 7.643 1.032  0.09
H: -0.420 5.970 1.770  0.09
H: 1.603 8.293 -0.058  0.10
H: 1.396 7.183 -1.429  0.09
H: 2.933 7.321 -0.483  0.06
H: 0.095 4.532 -1.466  0.09
C: 1.634 -3.363 -0.321  -0.03
C: 2.104 -3.751 1.058  -0.56
C: 1.247 -4.816 1.629  -0.06
C: 3.494 -4.344 0.941  -0.12
C: 4.689 -3.285 0.947  -0.15
C: 4.611 -2.282 2.119  -0.12
C: 3.169 -1.676 2.193  -0.55
C: 3.049 -0.943 3.543  -0.04
C: 2.988 -0.679 1.116  -0.06
N: 2.168 -2.761 2.187  -0.06
O: 0.928 -2.065 2.359  -0.07
H: 0.647 -2.910 -0.307  0.06
H: 2.347 -2.752 -0.901  0.09
H: 1.482 -4.260 -0.882  0.08
H: 1.377 -5.687 0.957  0.10
H: 1.439 -5.012 2.691  0.10
H: 0.187 -4.600 1.539  0.08
H: 3.656 -4.975 1.863  0.13
H: 3.496 -4.974 0.034  0.12
H: 5.608 -3.824 0.911  0.08
H: 4.755 -2.754 -0.091  0.13
H: 5.284 -1.402 2.043  0.13
H: 4.700 -2.757 3.075  0.10
H: 3.869 -0.252 3.692  0.08
H: 3.010 -1.628 4.403  0.09
H: 2.065 -0.437 3.761  0.08
H: 3.211 -1.016 0.081  0.09
H: 3.645 0.144 1.497  0.10
H: 1.977 -0.262 1.118  0.05
H: 0.510 -1.915 1.466  0.07
C: -2.599 -3.940 -1.879  0.01
C: -3.330 -3.134 -3.075  -0.44
C: -4.886 -3.073 -2.900  -0.03
C: -2.671 -1.755 -3.186  -0.17
C: -1.356 -1.837 -3.849  -0.18
C: -1.582 -2.468 -5.279  -0.12
C: -2.050 -3.898 -5.223  -0.55
C: -2.637 -4.162 -6.619  -0.05
C: -0.952 -4.937 -4.884  0.00
N: -3.231 -3.909 -4.358  -0.07
O: -3.690 -5.311 -4.113  -0.05
H: -1.554 -3.759 -1.867  0.04
H: -3.064 -3.700 -0.911  0.08
H: -2.757 -4.971 -2.074  0.05
H: -5.267 -2.422 -2.075  0.08
H: -5.321 -2.673 -3.849  0.09
H: -5.212 -4.075 -2.657  0.06
H: -3.383 -1.160 -3.756  0.12
H: -2.571 -1.330 -2.214  0.10
H: -0.808 -0.869 -3.787  0.11
H: -0.763 -2.556 -3.243  0.09
H: -0.651 -2.342 -5.803  0.11
H: -2.343 -1.845 -5.799  0.13
H: -1.859 -3.956 -7.331  0.07
H: -3.508 -3.525 -6.824  0.09
H: -2.958 -5.229 -6.752  0.09
H: -0.554 -4.653 -3.923  0.06
H: -0.184 -4.861 -5.703  0.10
H: -1.380 -5.935 -4.824  0.08
H: -4.605 -5.367 -4.413  0.09
C: -3.839 -0.768 0.879  -0.04
C: -3.271 0.150 2.017  -0.47
C: -4.481 1.104 2.426  -0.01
C: -2.947 -0.734 3.217  -0.15
C: -2.265 0.040 4.321  -0.17
C: -0.976 0.632 3.754  -0.15
C: -1.270 1.620 2.674  -0.50
C: -2.008 2.797 3.321  -0.04
C: 0.044 2.087 2.049  -0.02
N: -2.003 0.816 1.577  -0.05
O: -2.341 1.675 0.436  -0.05
H: -4.140 -0.217 -0.066  0.09
H: -3.111 -1.422 0.484  0.04
H: -4.730 -1.369 1.081  0.09
H: -4.776 1.594 1.503  0.08
H: -5.181 0.403 2.844  0.08
H: -4.247 1.819 3.167  0.03
H: -3.919 -1.184 3.518  0.13
H: -2.204 -1.479 2.847  0.14
H: -2.921 0.869 4.769  0.13
H: -2.022 -0.611 5.143  0.11
H: -0.468 -0.154 3.194  0.10
H: -0.343 1.091 4.528  0.14
H: -1.243 3.202 4.074  0.12
H: -2.872 2.484 3.870  0.02
H: -2.367 3.681 2.733  0.10
H: 0.522 2.747 2.792  0.09
H: -0.081 2.656 1.133  0.07
H: 0.743 1.259 1.933  0.07
H: -2.761 2.508 0.766  0.10
C: 0.437 -0.288 -1.169  -0.14
O: -0.109 -0.851 0.016  -0.15
H: 0.528 -0.991 -1.952  0.04
H: -0.286 0.506 -1.543  0.11
H: 1.396 0.219 -1.123  0.05
H: -0.675 -0.173 0.389  0.04

***

Record 2
Molecular formula: AgH18O9
Method: DFT, ωB97M-V/def2-TZVPD

LUMO: -3.14 eV
E: -834.68622 a.u.
Total charge: +1
Energy relative to the best compared isomer or geometry (same formula, charge and spin): 0.169 eV

Last column: Löwdin charge in e.
CARTESIAN COORDINATES (ANGSTROEM)
Ag: 13.342 0.002 7.602  0.78
O: 14.240 2.005 8.649  -0.05
H: 14.687 2.727 8.239  0.06
H: 14.728 1.989 9.453  0.06
O: 11.499 1.192 9.159  -0.07
H: 10.803 0.520 9.129  0.06
H: 11.055 1.891 9.614  0.04
O: 10.846 -0.348 5.720  -0.06
H: 11.415 -1.124 5.654  0.02
H: 10.031 -0.457 5.225  0.05
O: 14.814 -1.340 5.896  -0.04
H: 14.874 -1.616 5.009  0.04
H: 15.714 -1.152 6.125  0.03
O: 12.081 -1.858 8.027  -0.05
H: 12.547 -2.678 7.786  0.08
H: 11.269 -2.085 7.664  0.01
O: 12.071 3.389 7.669  -0.05
H: 12.581 2.695 7.980  -0.09
H: 11.881 3.805 8.535  0.06
O: 14.799 -1.257 9.054  -0.06
H: 14.924 -1.581 9.974  0.09
H: 15.364 -1.866 8.625  0.02
O: 13.595 1.518 5.749  -0.08
H: 13.656 0.817 5.101  0.04
H: 12.907 2.114 5.371  0.10
O: 16.418 1.087 5.914  -0.03
H: 15.516 1.329 6.047  -0.04
H: 16.879 1.902 6.052  0.04

***

Record 3
Molecular formula: C11H16BrN2O
Method: DFT, ωB97M-V/def2-TZVPD

LUMO (alpha / beta): -3.86 / -3.86 eV
Structure (SMILES): COCCN1C(Br)=[NH+]C2=CC=CC[C@]21C
E: -3187.18478 a.u.
Total charge: +1
Energy relative to the best compared isomer or geometry (same formula, charge and spin): 0.000 eV

Last column: Löwdin charge in e.
CARTESIAN COORDINATES (ANGSTROEM)
C: -1.195 2.924 -1.885  -0.09
O: -0.768 2.306 -0.724  -0.18
C: -1.714 2.140 0.241  -0.23
C: -1.163 1.146 1.333  -0.09
N: -0.863 -0.187 0.832  0.01
C: -1.792 -1.036 0.303  -0.64
Br: -3.635 -0.996 0.515  0.96
N: -1.173 -1.982 -0.412  0.14
C: 0.183 -1.802 -0.488  -0.18
C: 1.281 -2.310 -1.112  0.01
C: 2.578 -1.681 -0.928  -0.10
C: 2.728 -0.452 -0.457  -0.03
C: 1.566 0.224 0.337  -0.06
C: 0.460 -0.799 0.567  -0.41
C: 0.868 -1.627 1.753  0.01
H: -0.371 2.923 -2.605  0.10
H: -1.470 3.941 -1.750  0.09
H: -1.982 2.333 -2.354  0.10
H: -1.958 2.902 0.983  0.13
H: -2.633 1.841 -0.254  0.10
H: -0.181 1.650 1.738  0.18
H: -1.890 0.962 2.102  0.11
H: -1.549 -2.599 -1.081  0.16
H: 1.176 -3.186 -1.699  0.11
H: 3.295 -2.410 -1.309  0.12
H: 3.733 -0.044 -0.562  0.12
H: 2.101 0.500 1.248  0.14
H: 1.180 0.954 -0.340  0.11
H: 1.794 -2.086 1.467  0.10
H: 0.335 -2.538 1.961  0.11
H: 1.059 -1.012 2.580  0.09

***

Record 4
Molecular formula: C49H34Cl8N5O4S2Y
Method: DFT, ωB97M-V/def2-TZVPD

LUMO: -0.24 eV
E: -6978.80574 a.u.
Total charge: 0
Energy relative to the best compared isomer or geometry (same formula, charge and spin): 0.409 eV

Last column: Löwdin charge in e.
CARTESIAN COORDINATES (ANGSTROEM)
Y: 0.648 -0.806 0.163  1.15
C: 1.204 -5.327 -1.085  -0.04
C: 2.075 -5.400 -2.156  -0.05
C: 2.505 -4.227 -2.758  -0.01
C: 2.044 -3.013 -2.261  -0.21
N: 1.212 -2.952 -1.227  0.06
C: 0.796 -4.075 -0.645  -0.12
C: 2.450 -1.697 -2.841  -0.18
C: 3.289 -1.651 -3.950  0.00
C: 3.630 -0.430 -4.489  -0.04
C: 3.114 0.711 -3.910  -0.01
C: 2.285 0.593 -2.800  -0.18
N: 1.963 -0.591 -2.261  0.14
C: 1.713 1.823 -2.164  -0.20
C: 2.023 3.103 -2.621  -0.01
C: 1.477 4.201 -1.981  -0.04
C: 0.639 4.001 -0.898  -0.04
C: 0.384 2.698 -0.510  -0.12
N: 0.900 1.635 -1.126  0.08
H: 0.856 -6.217 -0.581  0.11
H: 2.427 -6.356 -2.521  0.11
H: 3.189 -4.278 -3.591  0.10
H: 0.152 -3.884 0.217  0.07
H: 3.668 -2.560 -4.388  0.10
H: 4.282 -0.366 -5.350  0.11
H: 3.357 1.676 -4.321  0.10
H: 2.687 3.257 -3.456  0.10
H: 1.715 5.200 -2.321  0.11
H: 0.195 4.824 -0.356  0.08
H: -0.252 2.491 0.343  0.07
Cl: 0.219 4.452 5.789  0.65
C: 0.688 3.320 4.574  -0.73
C: -0.272 2.575 3.896  -0.69
Cl: -1.946 2.771 4.277  0.69
C: 0.113 1.672 2.918  -0.56
Cl: -1.051 0.707 2.071  0.77
C: 1.463 1.458 2.550  -0.50
O: 1.798 0.653 1.619  -0.25
C: 2.412 2.230 3.270  -0.60
Cl: 4.070 1.994 2.860  0.73
C: 2.033 3.131 4.251  -0.70
Cl: 3.238 4.043 5.083  0.67
O: -0.178 -2.213 1.163  -0.73
Cl: -2.149 5.293 1.135  0.71
C: -2.954 4.108 0.153  -0.66
C: -3.220 4.377 -1.180  -0.09
C: -3.888 3.424 -1.930  -0.04
C: -4.288 2.208 -1.384  -0.20
C: -5.060 1.230 -2.249  -0.30
C: -4.149 0.484 -3.229  -0.05
N: -3.141 -0.295 -2.543  -0.07
C: -3.288 -1.580 -2.063  -0.06
C: -2.160 -1.852 -1.354  -0.12
N: -1.327 -0.757 -1.392  0.00
C: -1.945 0.152 -2.108  -0.15
O: -6.007 1.899 -3.065  -0.11
C: -7.272 2.096 -2.435  -0.14
C: -7.193 2.971 -1.217  -0.33
C: -6.935 4.308 -1.254  -0.98
Cl: -6.746 5.263 -2.666  0.69
S: -6.788 5.006 0.301  1.02
C: -7.108 3.498 1.046  -0.39
C: -7.302 2.514 0.129  -0.15
C: -3.961 1.961 -0.053  -0.57
Cl: -4.328 0.435 0.690  0.76
C: -3.314 2.905 0.729  -0.16
H: -2.932 5.325 -1.612  0.11
H: -4.150 3.640 -2.959  0.12
H: -5.560 0.502 -1.604  0.12
H: -3.668 1.208 -3.887  0.14
H: -4.753 -0.180 -3.846  0.14
H: -4.172 -2.160 -2.265  0.12
H: -1.884 -2.712 -0.766  0.09
H: -1.575 1.142 -2.328  0.13
H: -7.698 1.125 -2.160  0.13
H: -7.906 2.548 -3.196  0.13
H: -7.117 3.416 2.120  0.07
H: -7.496 1.484 0.392  0.11
H: -3.085 2.697 1.764  0.04
O: 3.085 -1.669 0.616  -0.53
S: 2.835 -2.032 2.064  1.00
C: 2.822 -3.810 2.118  -0.36
C: 3.895 -4.581 1.690  -0.06
C: 3.777 -5.960 1.711  -0.08
C: 2.596 -6.549 2.157  -0.09
C: 1.527 -5.766 2.564  -0.08
C: 1.629 -4.379 2.536  -0.09
C: 4.332 -1.684 2.966  -0.39
C: 4.259 -1.629 4.350  -0.08
C: 5.389 -1.280 5.071  -0.08
C: 6.570 -0.974 4.406  -0.08
C: 6.624 -1.016 3.020  -0.08
C: 5.498 -1.369 2.290  -0.09
H: 4.808 -4.107 1.351  0.11
H: 4.604 -6.578 1.388  0.10
H: 2.513 -7.629 2.179  0.10
H: 0.604 -6.229 2.888  0.11
H: 0.786 -3.730 2.755  0.09
H: 3.322 -1.841 4.853  0.12
H: 5.343 -1.226 6.151  0.11
H: 7.448 -0.687 4.971  0.10
H: 7.541 -0.759 2.506  0.10
H: 5.497 -1.369 1.207  0.11

***

no.,molecular weight (g/mol)
1,661.070
2,270.003
3,272.166
4,1193.506